# 1
Here is a structure of composition C4H4AgO2 from the Open Molecules 2025 dataset. Energies are from the ωB97M-V functional and the def2-TZVPD basis.

expectation value of S²: 2.014
charge: +3
gap between HOMO and LUMO (spin up / spin down): 10.4 / 6.3 eV
energy relative to the best compared isomer or geometry (same formula, charge and spin): 47.5 kJ/mol
2S+1: 3

Geometry (Å):
C1 2.48589 0.27034 -1.34522
O1 2.33710 -0.41334 -2.25831
H1 2.15657 -0.76621 -3.17085
C2 0.34102 1.17422 1.19054
C3 -0.40788 0.16591 0.84090
C4 -1.23688 -0.70142 0.15322
O2 -2.40981 -0.98621 0.48684
Ag1 -3.94404 -0.50556 1.57040
H2 0.98980 1.09958 2.07187
H3 0.22278 2.15427 0.71283
H4 -0.53454 -1.49158 -0.25222

Mulliken population analysis, charges in e, atoms 1 to 4: 0.403 0.067 0.530 -0.525

# 2
Here is a cluster of 2 separate species, C5H13N2 in total from the Open Molecules 2025 dataset. Energies are from the ωB97M-V functional and the def2-TZVPD basis.

charge: +1
gap between HOMO and LUMO: 6.1 eV
energy relative to the best compared isomer or geometry (same formula, charge and spin): 441.1 kJ/mol

Geometry (Å):
C1 -2.24339 -0.74658 0.44347
C2 -1.90031 -0.06244 -0.94267
C3 -0.72398 0.72857 -0.83745
C4 0.57101 0.15489 -0.96282
N1 1.68896 0.65134 -0.57051
C5 1.87735 1.97302 -0.04002
N2 1.36894 -1.84314 1.24219
H1 -2.93864 -1.54579 0.21481
H2 -2.72271 0.00376 1.06765
H3 -2.77235 0.40091 -1.38883
H4 -1.62682 -0.93052 -1.54222
H5 -0.77381 1.81596 -0.78555
H6 0.67539 -0.87732 -1.28240
H7 1.79851 -0.97713 0.95420
H8 0.95079 2.50139 0.18974
H9 2.50499 2.55866 -0.70965
H10 2.39025 1.83795 0.90561
H11 1.79746 -2.63470 0.78595
H12 -1.38127 -1.08423 1.01226
H13 1.45964 -1.92459 2.24625

Mulliken population analysis, charges in e, atoms 1 to 4: -0.970 -0.555 0.095 0.030

# 3
Here is a structure of composition C30H90BaN2O21 from the Open Molecules 2025 dataset. Energies are from the ωB97M-V functional and the def2-TZVPD basis.

gap between HOMO and LUMO: 7.5 eV

Geometry (Å):
Ba1 2.54392 -1.41739 0.81930
N1 0.88267 -4.82947 2.09549
O1 1.11442 -3.75020 1.49149
O2 -0.20930 -4.96813 2.60288
O3 1.73373 -5.68340 2.38240
N2 -0.28239 0.17007 0.02860
O4 0.85173 0.59254 0.03931
O5 -0.39687 -1.05160 -0.03646
O6 -1.23133 0.92960 -0.12416
C1 -0.28033 -2.50750 -3.73880
C2 -0.88290 -1.18575 -4.06145
O7 -0.16675 -0.62989 -5.18070
H1 -0.38350 -3.11448 -4.63826
H2 -0.83628 -3.08452 -2.99984
H3 0.69171 -2.28730 -3.29748
H4 -0.63803 -0.47000 -3.27670
H5 -1.96104 -1.30541 -4.16820
H6 -0.60314 0.19188 -5.41703
C3 4.92574 -4.36290 -1.34312
C4 3.89392 -3.56525 -2.19546
O8 2.78954 -3.12026 -1.48479
H7 5.27861 -3.69143 -0.56037
H8 5.77549 -4.71899 -1.92556
H9 4.46999 -5.12556 -0.71166
H10 3.53586 -4.15335 -3.04046
H11 4.40198 -2.79231 -2.77213
H12 2.19337 -3.86170 -1.35651
C5 0.36509 5.90454 0.82678
C6 0.45700 6.65943 2.14192
O9 0.64992 8.02472 1.87916
H13 0.97614 6.39739 0.07060
H14 -0.65202 5.80574 0.44754
H15 0.47260 4.82316 0.91141
H16 1.30175 6.40320 2.78133
H17 -0.52688 6.54448 2.59672
H18 -0.26470 8.31397 1.84178
C7 -4.59456 -0.45469 -2.28441
C8 -4.15232 1.06827 -2.01445
O10 -2.89509 1.23288 -2.65281
H19 -4.30837 -0.79670 -3.27901
H20 -5.68194 -0.52035 -2.32178
H21 -4.24032 -1.13535 -1.51026
H22 -3.94118 1.17746 -0.95068
H23 -4.94167 1.80411 -2.16794
H24 -2.26819 0.98204 -1.97040
C9 2.50684 -1.21860 4.95884
C10 1.31767 -1.60736 4.02725
O11 1.19289 -0.59719 3.03274
H25 2.46308 -0.19165 5.32155
H26 3.46974 -1.27687 4.45136
H27 2.60641 -1.70925 5.92705
H28 0.41980 -1.60435 4.64525
H29 1.47320 -2.63578 3.70126
H30 0.90781 0.13955 3.57822
C11 4.32633 0.77275 -5.03384
C12 3.73116 -0.64261 -4.87183
O12 2.98622 -0.54079 -3.66870
H31 5.00821 0.89705 -4.19261
H32 3.58031 1.56135 -4.93547
H33 4.99041 0.84485 -5.89518
H34 4.50987 -1.40392 -4.82583
H35 3.20624 -1.02142 -5.74879
H36 2.05839 -0.52098 -3.91435
C13 6.28744 -0.87824 -1.46581
C14 5.17687 0.14578 -1.13630
O13 3.98517 -0.55406 -1.12728
H37 6.06914 -1.50667 -2.32925
H38 6.37465 -1.46231 -0.54965
H39 7.23659 -0.34907 -1.55062
H40 5.01533 0.97674 -1.82297
H41 5.39077 0.54079 -0.14317
H42 3.70484 -0.53182 -2.04517
C15 -7.00115 0.55166 0.73749
C16 -7.37671 1.70064 1.55102
O14 -6.50390 1.83671 2.60326
H43 -7.85387 0.41311 0.07282
H44 -6.81237 -0.30718 1.38158
H45 -6.17431 0.79488 0.07020
H46 -8.38372 1.59861 1.95551
H47 -7.30970 2.58731 0.92060
H48 -6.84015 1.14904 3.18260
C17 -3.36059 -0.08388 2.10471
C18 -2.01660 -0.50045 2.85162
O15 -1.62893 -1.77905 2.57430
H49 -3.52299 0.98973 2.20007
H50 -4.22693 -0.57186 2.55128
H51 -3.26727 -0.35167 1.05224
H52 -2.23227 -0.47871 3.91985
H53 -1.18327 0.19395 2.74455
H54 -1.31606 -1.80116 1.66698
C19 1.34879 2.76025 4.78982
C20 0.13457 3.37732 4.08251
O16 -0.95136 2.56871 4.54587
H55 1.29536 1.68757 4.60379
H56 1.24144 3.00119 5.84742
H57 2.30972 3.20784 4.53610
H58 0.16054 3.34544 2.99329
H59 0.05907 4.42912 4.35841
H60 -1.81324 2.97096 4.41568
C21 -3.25197 5.16257 0.47153
C22 -4.04414 3.89660 0.72248
O17 -4.91692 4.19136 1.81850
H61 -2.53738 5.03585 -0.34174
H62 -2.63177 5.67454 1.20728
H63 -3.92387 5.95062 0.13148
H64 -3.41097 3.09644 1.10582
H65 -4.55595 3.68775 -0.21695
H66 -5.53666 3.45969 1.86522
C23 0.86727 3.06848 -3.03176
C24 -0.29081 3.64997 -2.08758
O18 -1.47952 3.73127 -2.87389
H67 1.78657 2.79828 -2.51216
H68 1.09842 3.71012 -3.88203
H69 0.43207 2.15535 -3.43784
H70 0.00655 4.66252 -1.81478
H71 -0.38522 3.21211 -1.09387
H72 -1.99631 2.96907 -2.60264
C25 2.95514 2.58216 1.81150
C26 4.10692 1.82051 2.48503
O19 4.21275 0.44962 2.02261
H73 2.85753 3.62226 2.12255
H74 1.97088 2.12165 1.89662
H75 3.23021 2.68910 0.76221
H76 3.95563 1.78359 3.56385
H77 5.01077 2.42126 2.38379
H78 5.08999 0.17189 2.29635
C27 -2.30617 -3.93519 -0.90096
C28 -2.78899 -4.88475 0.19509
O20 -3.34481 -4.15267 1.27235
H79 -1.82652 -3.07291 -0.43781
H80 -3.16462 -3.42737 -1.34060
H81 -1.75380 -4.45927 -1.68092
H82 -1.89086 -5.33094 0.62215
H83 -3.45244 -5.62444 -0.25301
H84 -4.27845 -4.15741 1.04900
C29 0.22925 -7.35870 -1.34690
C30 1.37465 -6.38086 -1.20285
O21 0.90142 -5.15703 -1.71830
H85 0.21455 -7.68134 -2.38795
H86 -0.74919 -7.15274 -0.91293
H87 0.47915 -8.27099 -0.80526
H88 2.25628 -6.79810 -1.68940
H89 1.66836 -6.29219 -0.15692
H90 0.07744 -4.99529 -1.25301

Mulliken population analysis, charges in e, atoms 1 to 4: -0.024 0.579 -0.038 -0.573

# 4
Here is a structure of composition C35H39Br3N10O3PYb from the Open Molecules 2025 dataset. Energies are from the ωB97M-V functional and the def2-TZVPD basis.

expectation value of S²: 0.751
charge: +2
gap between HOMO and LUMO (spin up / spin down): 7.0 / 7.0 eV
energy relative to the best compared isomer or geometry (same formula, charge and spin): 84.9 kJ/mol
2S+1: 2

Geometry (Å):
Yb1 -0.12554 -0.08989 0.56942
O1 1.69197 -2.50800 -1.52284
C1 1.36021 -2.38748 -0.34750
N1 0.09050 -2.28833 0.17260
C2 -0.95948 -2.98402 -0.36682
O2 -0.88873 -4.03349 -0.96885
C3 -2.30970 -2.38391 -0.00107
C4 -3.46869 -3.12666 -0.19499
C5 -4.68341 -2.57997 0.19250
C6 -4.69892 -1.31525 0.76113
C7 -3.49627 -0.63384 0.90521
N2 -2.32366 -1.14644 0.52334
C8 2.39657 -2.09976 0.69868
C9 3.59338 -2.85071 0.85061
C10 4.44779 -2.49945 1.86092
C11 4.11494 -1.38538 2.67807
C12 2.92562 -0.67482 2.43534
N3 2.08011 -1.01349 1.48328
H1 -3.38644 -4.11204 -0.62781
H2 -5.60081 -3.13473 0.06500
H3 -5.61715 -0.86055 1.09433
H4 -3.46808 0.34865 1.36213
H5 3.79708 -3.67888 0.19199
H6 5.35148 -3.05670 2.03228
H7 4.76038 -1.07693 3.47881
H8 2.65348 0.18108 3.04359
C13 0.08674 -2.84371 3.06356
C14 0.06316 -1.54094 3.79004
C15 0.35035 -1.55956 5.17387
C16 0.21865 -0.42719 5.91245
C17 -0.22611 0.75116 5.27179
C18 -0.57818 1.93007 5.97508
Br1 -0.34236 2.05166 7.84314
C19 -1.15720 2.96762 5.30478
C20 -1.30141 2.91130 3.90531
Br2 -2.34224 4.32355 3.17499
C21 -0.82058 1.85886 3.13335
O3 -0.79471 1.81455 1.78962
C22 -0.38661 0.70699 3.86881
N4 -0.22504 -0.43567 3.14656
H9 1.10221 -3.09946 2.76290
H10 -0.26057 -3.62782 3.73253
H11 -0.54119 -2.82869 2.16031
H12 0.63183 -2.49179 5.63055
H13 0.40267 -0.42463 6.97353
H14 -1.51331 3.83316 5.83650
Br3 3.49565 4.68043 1.65432
C23 3.27822 3.17480 0.55790
C24 4.17933 2.87499 -0.46100
C25 3.91528 1.74685 -1.22214
C26 2.77656 0.99809 -0.98052
N5 1.88746 1.31037 -0.01986
C27 2.16744 2.35561 0.75687
H15 5.04884 3.49154 -0.63221
H16 4.58709 1.44615 -2.00748
H17 2.55929 0.11212 -1.55339
H18 1.49479 2.54155 1.58305
N6 -0.11348 4.12562 0.36091
C28 -0.23924 3.72558 -1.05139
C29 -1.58285 3.07559 -1.34071
N7 -1.78109 1.77806 -0.66942
H19 0.79918 4.54134 0.57358
H20 -0.27612 3.25434 1.00437
H21 -0.83294 4.81690 0.62906
H22 0.57185 3.02237 -1.25104
H23 -0.09932 4.61516 -1.67151
H24 -1.58306 2.92241 -2.42162
H25 -2.41428 3.75929 -1.13302
H26 -2.41598 1.23111 -1.25401
H27 -2.25925 1.92409 0.22240
C30 -1.91398 -1.58374 -5.27057
N8 -0.78291 -2.33995 -4.77666
C31 0.43511 -1.80851 -5.35805
N9 0.61947 -0.38082 -5.11458
C32 -0.55754 0.33077 -5.57647
N10 -1.80197 -0.15479 -4.99894
C33 -1.85671 0.11190 -3.57703
P1 -0.48078 -0.68253 -2.59592
C34 -0.73455 -2.37232 -3.33427
C35 0.88831 -0.12817 -3.71760
H28 -2.83426 -1.96628 -4.82021
H29 -1.97563 -1.71938 -6.35631
H30 0.39233 -1.96414 -6.44020
H31 1.29440 -2.35424 -4.95976
H32 -0.62261 0.21104 -6.66114
H33 -0.44554 1.39754 -5.35466
H34 -2.81813 -0.25798 -3.19278
H35 -1.84158 1.18940 -3.45259
H36 -1.67677 -2.77752 -2.94660
H37 0.07932 -3.02833 -2.98829
H38 1.80145 -0.67041 -3.43483
H39 1.06649 0.94563 -3.56468

Mulliken population analysis, charges in e, atoms 1 to 4: 0.349 -0.529 -0.110 0.532